# 1
Density functional theory data (wB97M-V/def2-TZVPD) for 10 unconnected molecules or ions with the total composition C28H53Br18FNO6P.

Values from the calculation:
SMILES string: CCCCC[C@@]1(CCF)OC(=O)O[C@@]1(ON=O)[PH2]=O.BrCCBr.BrCCBr.BrCCBr.BrCCBr.BrCCBr.BrCCBr.BrCCBr.BrCCBr.BrCCBr
2S+1: 1
Frontier orbital gap: 0.32180 Ha

CARTESIAN COORDINATES (ANGSTROEM)
1 C -0.47083 -1.32196 2.31061
2 C -0.27496 -0.37825 1.11440
3 C -1.29024 -0.67654 0.00367
4 C -0.82490 -0.44883 -1.43677
5 C -0.50115 1.00820 -1.83937
6 C 0.82217 1.13272 -2.60589
7 C 2.05044 0.66523 -1.82940
8 C 3.10004 -0.06184 -2.65588
9 F 4.12748 -0.49138 -1.80831
10 O 0.62136 0.20178 -3.74410
11 C 0.86457 0.84824 -4.89086
12 O 1.32835 0.39202 -5.90122
13 O 0.49432 2.16778 -4.69793
14 C 1.02053 2.48240 -3.40575
15 O 2.39031 2.73605 -3.59694
16 N 2.87792 4.03798 -3.03066
17 O 3.65366 3.84784 -2.21240
18 P 0.04930 3.97545 -2.91346
19 O 0.57864 4.66943 -1.71475
20 H 0.21924 -1.04655 3.11407
21 H -0.20653 -2.33889 2.00985
22 H -1.47935 -1.27820 2.71874
23 H -0.34016 0.66160 1.44695
24 H 0.73252 -0.57044 0.73122
25 H -1.53483 -1.74299 0.07670
26 H -2.23560 -0.15419 0.19443
27 H -1.64481 -0.78743 -2.07652
28 H 0.00985 -1.11631 -1.65632
29 H -1.27755 1.32653 -2.54342
30 H -0.54862 1.70070 -0.99315
31 H 1.73271 -0.02079 -1.04228
32 H 2.53443 1.50223 -1.31347
33 H 2.70165 -0.94917 -3.15323
34 H 3.54879 0.57366 -3.42044
35 H -1.27150 3.51687 -2.81808
36 H 0.07912 4.75254 -4.08156
37 Br -2.37175 0.44670 4.23992
38 C -3.57668 0.87855 2.77637
39 C -4.91619 0.22452 2.96316
40 Br -4.80062 -1.67912 2.59196
41 H -3.08386 0.55793 1.86434
42 H -3.67224 1.96159 2.77723
43 H -5.65074 0.62336 2.26755
44 H -5.28777 0.32041 3.97832
45 Br 2.84462 -2.75970 -10.58303
46 C 2.40564 -1.10385 -9.66240
47 C 1.11630 -1.20455 -8.89452
48 Br -0.43603 -1.12994 -10.06659
49 H 2.37729 -0.32557 -10.41767
50 H 3.23318 -0.92374 -8.97914
51 H 1.01267 -0.36119 -8.21760
52 H 1.04060 -2.12962 -8.33348
53 Br 0.51163 3.74515 1.48281
54 C 0.46978 5.64746 1.08692
55 C 0.74492 6.48315 2.30725
56 Br -0.78699 6.56788 3.50581
57 H -0.49912 5.85355 0.64699
58 H 1.23937 5.79559 0.33539
59 H 0.94216 7.51309 2.01964
60 H 1.57541 6.10193 2.89203
61 Br 5.60488 -0.85600 -5.03959
62 C 5.09489 0.94392 -5.56612
63 C 5.79522 1.38682 -6.82241
64 Br 7.65364 1.85132 -6.49066
65 H 5.31702 1.58818 -4.71981
66 H 4.01762 0.90782 -5.72513
67 H 5.33355 2.29036 -7.21425
68 H 5.79801 0.61692 -7.58708
69 Br 4.50079 2.62981 1.16345
70 C 6.36554 3.05511 0.79287
71 C 6.65584 3.13005 -0.68199
72 Br 6.76274 1.36403 -1.48856
73 H 6.96228 2.29457 1.28915
74 H 6.53864 4.02258 1.26046
75 H 7.62913 3.58654 -0.84763
76 H 5.90020 3.68272 -1.22510
77 Br 9.62274 2.35861 3.09972
78 C 8.05973 2.53037 4.24377
79 C 7.66025 1.21999 4.86704
80 Br 6.79612 0.04658 3.58168
81 H 7.26858 2.94328 3.62633
82 H 8.33383 3.24963 5.01192
83 H 6.92627 1.39333 5.65065
84 H 8.50358 0.67148 5.27258
85 Br -9.36705 -3.14358 2.82951
86 C -7.72609 -3.65436 3.74601
87 C -7.93044 -3.78312 5.22912
88 Br -8.02684 -2.03830 6.09783
89 H -6.97200 -2.91942 3.49725
90 H -7.44127 -4.61213 3.31536
91 H -7.06859 -4.27573 5.67251
92 H -8.84228 -4.31241 5.48045
93 Br -1.56811 -3.13608 5.03066
94 C -3.23937 -2.82122 5.97522
95 C -3.79851 -4.09348 6.55839
96 Br -4.62482 -5.26895 5.23326
97 H -3.91099 -2.34332 5.27188
98 H -2.99784 -2.12458 6.77463
99 H -4.59314 -3.86349 7.26527
100 H -3.03597 -4.68922 7.04817
101 Br -11.31191 -6.68712 3.12069
102 C -9.51655 -6.98101 2.43830
103 C -8.76086 -8.00952 3.23747
104 Br -8.16062 -7.30369 4.94916
105 H -9.03191 -6.01048 2.43481
106 H -9.64519 -7.32338 1.41405
107 H -7.85735 -8.31075 2.71249
108 H -9.36192 -8.88478 3.45887


# 2
Density functional theory data (wB97M-V/def2-TZVPD) for a molecular structure, C28H53CrNS8SbSi3.

Values from the calculation:
Expectation value of S²: 6.03
2S+1: 5
Energy above the lowest of the compared OMol25 structures with the same formula, charge and spin: 0.0 kcal per mole
Total charge: -1
Frontier orbital gap (alpha / beta): 0.20766 / 0.21135 Ha

CARTESIAN COORDINATES (ANGSTROEM)
1 Cr 0.15385 -0.10245 -1.49854
2 S 2.55363 -1.05812 -1.44582
3 S 3.06469 -1.43485 -3.40377
4 S 1.76842 -0.17180 -4.62934
5 S 1.08029 1.29110 -3.38868
6 C 3.83390 -4.45457 1.78759
7 C 2.72108 -3.86656 2.64738
8 S 1.74951 -2.58165 1.81002
9 C 0.09963 -3.30797 1.74584
10 C -0.09990 -4.47494 0.78667
11 S 0.09489 -3.99003 -0.95084
12 C 1.52970 -4.94599 -1.50289
13 C 2.87767 -4.57340 -0.89351
14 S 3.30261 -5.63817 0.52758
15 H 4.51851 -5.01995 2.42508
16 H 4.41409 -3.66385 1.30918
17 H 3.16283 -3.41094 3.53731
18 H 2.04473 -4.65600 2.97986
19 H -0.53289 -2.47413 1.42761
20 H -0.20730 -3.59715 2.75613
21 H -1.11946 -4.84751 0.91323
22 H 0.58298 -5.29889 0.99330
23 H 1.56206 -4.73473 -2.57430
24 H 1.32522 -6.01332 -1.38993
25 H 2.86877 -3.53174 -0.57870
26 H 3.66333 -4.69122 -1.64064
27 C -3.85474 -2.82753 0.85916
28 C -3.52716 -1.37061 1.21417
29 C -4.68936 -0.46941 0.77539
30 C -3.33305 -1.24827 2.73121
31 C -2.29842 -0.96405 0.50756
32 C -1.30757 -0.63913 -0.12810
33 H -4.76751 -3.15066 1.36923
34 H -3.03732 -3.48538 1.15893
35 H -3.99445 -2.93523 -0.21738
36 H -5.61906 -0.78368 1.25960
37 H -4.82397 -0.52210 -0.30639
38 H -4.49270 0.56990 1.04590
39 H -4.24468 -1.54743 3.25712
40 H -3.09357 -0.21961 3.00649
41 H -2.51360 -1.88691 3.06783
42 S -1.41804 -2.51631 -5.08524
43 C -0.46318 -2.02710 -3.73650
44 N -0.99316 -1.14272 -2.95637
45 C -2.23944 -0.73531 -3.43185
46 C -3.06016 0.22854 -2.84570
47 C -4.26879 0.51276 -3.44517
48 C -4.66952 -0.14692 -4.61507
49 C -3.86408 -1.10067 -5.20236
50 C -2.64292 -1.39253 -4.59564
51 H 0.49184 -2.49790 -3.53378
52 H -2.73940 0.71471 -1.93419
53 H -4.91851 1.25869 -3.00460
54 H -5.62249 0.09761 -5.06767
55 H -4.16797 -1.60572 -6.11003
56 C 3.94277 1.05172 1.90786
57 Si 3.45475 2.36073 0.65520
58 C 4.43206 2.18741 -0.92489
59 C 3.73171 4.07546 1.38784
60 Sb 0.99424 1.98660 0.12592
61 Si -0.13987 2.07936 2.39898
62 C 0.04058 0.40536 3.21096
63 C 0.60274 3.38243 3.54229
64 C -1.95462 2.46694 2.10308
65 Si 0.29101 4.22514 -0.87907
66 C 1.57644 4.78429 -2.12108
67 C -1.35112 3.90429 -1.72662
68 C 0.07150 5.58044 0.41248
69 H 5.02767 1.05010 2.04983
70 H 3.64208 0.06244 1.55389
71 H 3.47215 1.22536 2.87891
72 H 5.50426 2.14711 -0.70860
73 H 4.24721 3.02900 -1.59603
74 H 4.13671 1.27032 -1.44017
75 H 4.76693 4.17982 1.72764
76 H 3.07320 4.26840 2.23672
77 H 3.54852 4.84662 0.63543
78 H 1.08600 0.09458 3.26215
79 H -0.49461 -0.34227 2.62210
80 H -0.36809 0.41451 4.22675
81 H 1.61778 3.10367 3.83627
82 H 0.00300 3.46405 4.45464
83 H 0.64346 4.36625 3.07294
84 H -2.33923 1.80016 1.32703
85 H -2.09722 3.50111 1.77948
86 H -2.54209 2.31298 3.01356
87 H 1.63628 4.07521 -2.94872
88 H 2.56579 4.84796 -1.66217
89 H 1.32201 5.77353 -2.51465
90 H -1.22079 3.15907 -2.51592
91 H -1.74922 4.81931 -2.17558
92 H -2.08957 3.52155 -1.01702
93 H 1.03856 5.91926 0.79219
94 H -0.52349 5.24103 1.26163
95 H -0.43934 6.44048 -0.03158


> Which formula does entry 1 have?

C28H53Br18FNO6P


> Which of these has the lowest 2S+1?

C28H53Br18FNO6P


> Number 1 is which compound?

C28H53Br18FNO6P


> Which of these has the highest 2S+1?

C28H53CrNS8SbSi3